1.
C2H5N5O | ωB97M-V with the def2-TZVPD basis set

Geometry as ORCA input:
```
! wB97M-V def2-TZVPD RIJCOSX def2/J DEFGRID3
* xyz 0 1
C -0.0486 -1.0721 1.7403
C -0.0819 0.0554 -0.2498
H 0.9587 -0.6205 2.0287
H -0.1395 -2.0964 2.2670
H -0.8706 -0.3954 2.0748
H 0.3505 1.7785 1.0943
H -0.1919 -1.4022 -2.1670
N -0.2644 -1.1191 0.1619
N 0.1676 1.3577 0.2220
N 0.3963 2.1527 -0.8738
N 0.2982 1.5646 -1.9342
N -0.2116 0.3393 -1.6391
O -0.3630 -0.5424 -2.7250
*
```

## Properties
Frontier orbital gap in eV: 9.49
Lowest unoccupied orbital energy in eV: 0.7
Highest occupied orbital energy in eV: -8.77
Molar mass in g mol⁻¹: 115.1
DFT total energy in eV: -11648.4178

---

2.
C14H38N5O5 | ωB97M-V with the def2-TZVPD basis set

Geometry as ORCA input:
```
! wB97M-V def2-TZVPD RIJCOSX def2/J DEFGRID3
* xyz 0 2
O 14.6439 4.0804 22.9501
H 15.4913 4.4418 22.6803
H 13.8751 4.5923 22.6885
H 14.6440 3.1433 22.7417
O 12.8404 4.6578 26.6618
C 12.4227 5.8034 26.4380
N 11.1584 6.1460 26.7020
C 13.1521 6.6253 25.3722
H 10.7814 6.9392 26.2033
H 10.6559 5.5856 27.3754
H 14.0416 6.1732 24.9336
H 13.3973 7.6331 25.7071
H 12.4815 6.9035 24.5592
O 11.7544 1.6361 26.0999
C 11.2884 1.1802 25.0983
N 10.6209 -0.0084 25.0797
C 11.4249 1.8696 23.7623
H 10.8305 -0.5452 25.9092
H 10.5484 -0.4457 24.1721
H 12.4648 1.8165 23.4400
H 10.9466 2.8468 23.6953
H 11.0444 1.2852 22.9246
O 12.4226 5.0548 22.1386
C 11.2595 5.1693 21.7423
N 10.9976 4.7242 20.4904
C 10.1343 5.5256 22.6841
H 11.7259 4.3370 19.9075
H 10.1893 4.9625 19.9336
H 9.6158 6.4394 22.3940
H 10.4716 5.6565 23.7124
H 9.4492 4.6800 22.7449
O 14.5264 1.7126 22.0766
C 15.0590 0.6429 21.7421
N 15.6272 0.0661 22.6883
C 15.2468 0.1966 20.3549
H 15.5234 0.4986 23.5951
H 15.9831 -0.8715 22.5683
H 14.4154 -0.4811 20.1608
H 16.1258 -0.4437 20.2801
H 15.2354 1.0360 19.6596
C 17.5596 3.4506 21.2046
C 16.9862 4.6966 20.5257
N 16.4526 5.5794 21.5802
C 15.4853 6.5758 21.0324
C 15.8813 7.4034 19.7777
C 17.5411 6.2784 22.3371
C 17.0755 6.8702 23.5707
H 18.3902 3.4529 21.9104
H 17.9786 2.9615 20.3252
H 16.7728 2.8140 21.6094
H 17.6829 5.3293 19.9757
H 16.1867 4.5064 19.8097
H 14.6645 6.0160 20.5839
H 15.1068 7.3224 21.7305
H 15.0127 7.9510 19.4116
H 16.5909 8.1795 20.0644
H 16.3623 6.7581 19.0427
H 17.9428 7.0791 21.7162
H 18.3752 5.6438 22.6367
H 17.9884 7.1244 24.1092
H 16.5410 6.0327 24.0191
H 16.3648 7.6965 23.5733
*
```

## Properties
Frontier orbital gap (alpha / beta) in eV: 2.26 / 9.75
Lowest unoccupied orbital energy (alpha / beta) in eV: 0.6 / 0.6
Highest occupied orbital energy (alpha / beta) in eV: -1.70 / -9.17
Molar mass in g mol⁻¹: 356.5
DFT total energy in eV: -32818.6711

---

3.
C35H96O13 | ωB97M-V with the def2-TZVPD basis set

Geometry as ORCA input:
```
! wB97M-V def2-TZVPD RIJCOSX def2/J DEFGRID3
* xyz 0 1
C 3.3640 -0.7542 -4.0261
O 3.9194 -0.0174 -2.9873
H 2.8540 -1.6892 -3.6668
H 2.6313 -0.2555 -4.5936
H 4.2081 -1.1284 -4.6171
H 3.2093 0.2150 -2.4170
C -0.5887 2.9027 3.7094
O -1.6193 2.0105 4.2596
H -0.5094 3.7702 4.4531
H 0.4103 2.4481 3.7427
H -0.8038 3.2916 2.7183
H -1.6589 1.1414 3.8464
C -1.1414 -2.0599 -5.7921
C -0.2590 -0.8329 -6.1591
C -0.2410 0.1487 -5.0253
O 1.0538 -1.2725 -6.4172
H -2.1292 -1.7131 -5.5444
H -0.7679 -2.6282 -4.9063
H -1.1699 -2.7432 -6.6870
H -0.6804 -0.3393 -7.0350
H -1.2466 0.3814 -4.6756
H 0.2839 1.0496 -5.3632
H 0.3315 -0.1815 -4.2161
H 1.0784 -1.8575 -7.1765
C 6.2223 2.0924 -1.1028
C 5.8769 1.5148 0.2912
C 5.4985 2.6817 1.1405
O 4.7592 0.6237 0.3036
H 7.1861 2.6524 -0.9584
H 5.4216 2.7282 -1.4701
H 6.3834 1.3075 -1.8658
H 6.7699 1.0170 0.7174
H 4.5700 3.0906 0.7327
H 6.1837 3.5810 1.0075
H 5.3927 2.3617 2.1413
H 4.8878 -0.1255 -0.3677
C 4.0533 -3.0279 -0.8348
C 5.5046 -2.7184 -1.2401
C 5.7219 -3.3927 -2.5412
O 5.6707 -1.2701 -1.3909
H 3.7643 -2.7152 0.1523
H 3.9809 -4.0898 -0.7088
H 3.4177 -2.5864 -1.5883
H 6.2785 -2.9508 -0.5292
H 6.6096 -2.9630 -3.0400
H 4.8876 -3.2734 -3.2135
H 5.8746 -4.4966 -2.3863
H 5.1981 -0.9927 -2.1656
C 3.5001 -3.0979 3.1446
C 3.6721 -1.7150 2.6355
C 3.6930 -0.6840 3.7756
O 4.9444 -1.6273 2.0138
H 2.5449 -3.3121 3.6059
H 4.2780 -3.4563 3.8116
H 3.6410 -3.8535 2.2910
H 2.9393 -1.4401 1.9102
H 3.7544 0.3537 3.3769
H 4.6691 -0.8954 4.3598
H 2.8047 -0.7106 4.4124
H 4.9404 -0.8722 1.3795
C -5.3525 1.6696 3.6662
C -5.0660 2.9788 2.9602
C -3.7126 3.0860 2.2315
O -6.0792 3.2201 1.9478
H -5.3276 0.9014 2.9284
H -6.2912 1.6970 4.2182
H -4.4937 1.3679 4.2957
H -5.0554 3.8209 3.7111
H -3.4656 4.0732 1.8204
H -3.7469 2.4335 1.3460
H -2.8425 2.7174 2.8272
H -6.9304 3.2930 2.3856
C -4.0279 -2.5951 0.9065
C -3.3579 -2.6585 -0.4641
C -3.8731 -1.8961 -1.6334
O -1.9695 -2.3007 -0.3323
H -3.9650 -1.6408 1.4233
H -3.4547 -3.3141 1.5995
H -5.0467 -2.9541 0.8384
H -3.4433 -3.7003 -0.7753
H -3.3272 -2.2492 -2.4685
H -3.7021 -0.8622 -1.4536
H -4.9304 -2.1403 -1.8121
H -1.5965 -2.9793 0.2239
C -0.5175 -0.8828 5.3461
C -0.9936 -1.4368 3.9813
C -1.5244 -2.8932 4.0742
O -1.9853 -0.5277 3.5071
H 0.1055 -1.6097 5.9107
H -1.3174 -0.7335 6.0485
H 0.0067 0.0583 5.1285
H -0.1393 -1.3731 3.2512
H -2.3167 -2.9591 4.7942
H -0.7035 -3.5232 4.4499
H -1.7982 -3.1980 3.0727
H -1.7818 -0.2811 2.5789
C -5.0885 4.0182 -1.0490
C -5.8913 2.7802 -1.3772
C -5.4108 2.0694 -2.5835
O -5.8730 1.8702 -0.2742
H -4.0099 3.7188 -1.0156
H -5.2710 4.4690 -0.1050
H -5.1427 4.8214 -1.7843
H -6.9933 3.0645 -1.5395
H -4.3466 1.7932 -2.4752
H -5.4747 2.6761 -3.4690
H -6.0112 1.2275 -2.6789
H -6.1311 2.2797 0.5522
C 0.5950 -5.9194 1.0554
C -0.0616 -4.6411 1.4999
C 0.6870 -3.4886 0.7817
O -1.4665 -4.7038 1.1823
H 0.2053 -6.7592 1.6530
H 1.7706 -5.8943 1.1453
H 0.5317 -6.1353 -0.0240
H -0.0863 -4.4815 2.5566
H 1.7438 -3.7770 1.0773
H 0.5494 -2.4842 1.0945
H 0.8341 -3.5564 -0.3167
H -1.5830 -5.1898 0.3334
C -0.8688 5.7513 -0.6257
C -0.8176 4.8251 -1.8653
C -1.0955 5.4523 -3.1991
O 0.4630 4.1084 -1.8784
H -0.5977 5.1097 0.2833
H -1.9207 6.0859 -0.4900
H -0.1543 6.5692 -0.7249
H -1.4780 3.9459 -1.7955
H -1.2284 4.7388 -4.0071
H -0.3644 6.2711 -3.3247
H -2.0856 5.9054 -3.2170
H 1.1427 4.7869 -1.7503
C 0.8396 0.9796 0.6891
C -0.4586 0.9717 -0.1106
C -0.2957 0.5371 -1.5985
O -1.4042 0.1959 0.6496
H 1.5746 1.6470 0.1945
H 1.1973 -0.0123 0.8971
H 0.5526 1.4154 1.6268
H -0.8427 2.0409 -0.1320
H -1.1943 0.3976 -2.1603
H 0.2726 -0.3693 -1.5854
H 0.2065 1.3365 -2.1147
H -1.5181 -0.6799 0.2425
*
```

## Properties
Frontier orbital gap in eV: 9.69
Lowest unoccupied orbital energy in eV: 0.4
Highest occupied orbital energy in eV: -9.26
Molar mass in g mol⁻¹: 725.1
DFT total energy in eV: -64466.6892

---

4.
C17H18BrN3O5Ru | ωB97M-V with the def2-TZVPD basis set

Geometry as ORCA input:
```
! wB97M-V def2-TZVPD RIJCOSX def2/J DEFGRID3
* xyz 3 6
Ru -0.5969 -0.6403 0.3583
O 0.7827 -1.0965 -3.7892
C 0.5952 -0.8831 -2.5370
O -0.4209 -1.1609 -1.8980
C 1.7279 -0.2047 -1.8362
C 2.9791 0.0276 -2.3904
C 3.9151 0.6973 -1.6139
C 3.5608 1.1379 -0.3428
C 2.2822 0.8682 0.1239
N 1.4066 0.1853 -0.6098
C 1.7004 1.2981 1.4364
O 2.3384 2.0707 2.2527
O 0.5765 0.9083 1.7394
H 0.0464 -1.5251 -4.2628
H 3.2036 -0.3091 -3.3935
H 4.9104 0.8846 -1.9958
H 4.2896 1.6609 0.2630
H 3.2029 2.4127 1.9835
O -6.2947 1.2723 2.0514
C -5.0729 1.0624 1.6581
C -4.0308 2.0115 1.7094
C -2.7775 1.6574 1.2849
N -2.5036 0.4290 0.8034
C -3.5068 -0.4645 0.7378
Br -2.9518 -2.1466 0.0055
C -4.7794 -0.2235 1.1422
H -6.4911 2.1677 2.3612
H -4.2214 3.0122 2.0743
H -1.9586 2.3638 1.3079
H -5.5655 -0.9636 1.0691
C 0.0958 -3.2797 5.3156
C -0.0633 -1.8673 4.7534
C -1.2920 -1.1370 5.3346
C 1.2142 -1.0194 5.0406
C -0.1786 -1.8462 3.3108
N -0.2592 -1.7978 2.1587
H 0.3602 -3.2105 6.3692
H 0.8631 -3.8548 4.7979
H -0.8311 -3.8502 5.2451
H -1.1469 -1.0175 6.4071
H -2.2023 -1.7194 5.1909
H -1.4144 -0.1502 4.8865
H 1.3138 -0.9084 6.1186
H 1.1232 -0.0283 4.5970
H 2.0994 -1.5257 4.6558
*
```

## Properties
Frontier orbital gap (alpha / beta) in eV: 8.70 / 6.18
Lowest unoccupied orbital energy (alpha / beta) in eV: -10.2 / -12.6
Highest occupied orbital energy (alpha / beta) in eV: -18.86 / -18.82
Molar mass in g mol⁻¹: 525.3
DFT total energy in eV: -105225.4468